Molecular formula: C5H31N2O9
Method: DFT, the ωB97M-V functional and the def2-TZVPD basis

Atoms and positions in Å:
C (-2.0271, -1.2756, -1.1732)
C (-2.6571, -0.5389, 0.0358)
C (-1.8972, 0.6545, 0.5841)
N (1.7209, 0.9519, 1.7682)
C (0.3625, 1.2154, 1.4832)
C (-0.5043, 0.3119, 1.0354)
N (-1.2815, -0.2878, -2.0990)
H (-2.7183, -1.6894, -1.9090)
H (-1.2167, -1.8772, -0.8055)
H (-3.6987, -0.2460, -0.1252)
H (-2.5863, -1.3042, 0.8164)
H (-2.3876, 1.1871, 1.3780)
H (-1.9516, 1.4600, -0.1783)
H (1.8027, -0.0616, 1.8358)
H (2.1575, 1.5237, 2.4693)
H (0.0986, 2.2592, 1.6739)
H (-0.2082, -0.7282, 0.8878)
H (-0.4171, 0.0050, -1.6391)
H (-0.9116, -0.7860, -2.9254)
H (-1.7508, 0.5543, -2.4222)
H (3.6534, -2.4877, 1.0839)
H (2.0659, -2.6956, 1.3092)
O (2.7901, -2.0859, 0.9886)
H (-0.3984, 3.1076, -1.5854)
H (-0.7674, 3.3981, -0.1995)
O (-1.1890, 3.1338, -1.0273)
H (3.4176, -0.2865, -1.9340)
H (2.5526, -0.6996, -0.6863)
O (2.5637, -0.1945, -1.5103)
H (-2.6744, 3.5294, 0.9627)
H (-2.2584, 3.7671, 2.3921)
O (-2.1228, 3.1567, 1.6598)
H (-1.0180, -1.3089, 3.6192)
H (-0.7138, -2.5750, 4.3523)
O (-0.7085, -2.2172, 3.4588)
H (2.5910, 1.7261, -1.3947)
H (1.9070, 2.8693, -0.7745)
O (2.0647, 2.5086, -1.6480)
H (1.0420, -3.0462, -2.1927)
H (1.2390, -1.5322, -1.9827)
O (0.5649, -2.2052, -2.1644)
H (1.5500, -3.9231, 3.0281)
H (0.3620, -3.2963, 2.2899)
O (1.1996, -3.7677, 2.1489)
H (0.6484, 1.2995, -4.3752)
H (1.2074, 1.5160, -3.0426)
O (0.5034, 0.9816, -3.4665)

The spin multiplicity is 1. Its largest force on an atom is 2.74 eV Å⁻¹. As for the frontier orbital gap: 8.60 eV. As for the HOMO energy: -10.82 eV. Its charge is +1. The value obtained for the relative energy (zero: lowest compared OMol25 entry of this formula, charge and spin) is 210.2 kJ/mol.

Molecular formula: C28H34NO7P4PdSb
Method: DFT, the ωB97M-V functional and the def2-TZVPD basis

Atoms and positions in Å:
Pd (-0.9057, -1.1251, 0.7703)
C (1.6576, 1.3311, 1.1867)
N (1.1271, 0.9164, -0.1275)
P (1.3651, -0.8511, -0.2345)
C (3.2220, -0.7977, -0.2096)
C (3.9993, 0.2905, -0.6062)
C (5.3826, 0.2189, -0.5923)
C (6.0169, -0.9483, -0.1840)
C (5.2569, -2.0366, 0.2176)
C (3.8706, -1.9544, 0.2120)
C (1.1901, -1.2098, -2.0303)
C (-0.0204, -1.8041, -2.3893)
C (-0.2728, -2.1194, -3.7195)
C (0.6859, -1.8802, -4.6897)
C (1.9084, -1.3274, -4.3293)
C (2.1566, -0.9964, -3.0069)
P (-0.6307, 1.1420, -0.1435)
C (-0.6576, 2.9933, 0.0515)
C (0.3911, 3.8557, -0.2645)
C (0.2384, 5.2268, -0.1439)
C (-0.9698, 5.7601, 0.2899)
C (-2.0183, 4.9109, 0.6108)
C (-1.8575, 3.5354, 0.5013)
C (-0.9775, 1.2209, -1.9486)
C (-2.2404, 0.7989, -2.3492)
C (-2.5987, 0.8756, -3.6906)
C (-1.6977, 1.3412, -4.6313)
C (-0.4237, 1.7361, -4.2346)
C (-0.0717, 1.6857, -2.8981)
H (2.7033, 1.6417, 1.1073)
H (1.6022, 0.5218, 1.9317)
H (1.0927, 2.1731, 1.5854)
H (3.4935, 1.1924, -0.9319)
H (5.9704, 1.0746, -0.9066)
H (7.0995, -1.0045, -0.1756)
H (5.7387, -2.9508, 0.5446)
H (3.2753, -2.8002, 0.5394)
H (-0.7624, -2.0421, -1.6313)
H (-1.2273, -2.5636, -3.9715)
H (0.4858, -2.1295, -5.7263)
H (2.6753, -1.1469, -5.0749)
H (3.1176, -0.5655, -2.7535)
H (1.3291, 3.4362, -0.6067)
H (1.0636, 5.8859, -0.3911)
H (-1.0902, 6.8338, 0.3808)
H (-2.9631, 5.3143, 0.9566)
H (-2.6709, 2.8696, 0.7701)
H (-2.9108, 0.3469, -1.6233)
H (-3.5811, 0.5352, -3.9964)
H (-1.9727, 1.3748, -5.6800)
H (0.2991, 2.0681, -4.9717)
H (0.9237, 1.9737, -2.5827)
O (-5.4866, -2.1017, 0.5539)
P (-3.9394, -1.6780, 0.8991)
O (-3.9539, -0.8034, 2.1052)
O (-3.3332, -1.2652, -0.3969)
O (-3.3556, -3.1051, 1.3738)
P (-2.2081, -4.1589, 0.9700)
O (-1.4531, -4.1595, 2.4359)
O (-2.7703, -5.5203, 0.7677)
O (-1.3073, -3.5315, -0.0469)
H (-5.9071, -2.3810, 1.3764)
H (-1.0591, -5.0304, 2.5623)
C (0.7567, -1.4086, 4.6498)
Sb (-0.9313, -0.8770, 3.4064)
C (-2.3781, -1.7963, 4.6746)
C (-1.1531, 1.1004, 4.2199)
H (0.6856, -0.9487, 5.6367)
H (1.6998, -1.1266, 4.1831)
H (0.7406, -2.4939, 4.7586)
H (-2.0808, -1.6915, 5.7219)
H (-2.4530, -2.8458, 4.3974)
H (-3.3362, -1.3182, 4.4830)
H (-1.4105, 1.0377, 5.2784)
H (-1.9521, 1.6050, 3.6788)
H (-0.2310, 1.6701, 4.1020)

The spin multiplicity is 1. Its largest force on an atom is 1.00 eV Å⁻¹. As for the frontier orbital gap: 5.18 eV. As for the HOMO energy: -0.93 eV. Its charge is -2. The value obtained for the relative energy (zero: lowest compared OMol25 entry of this formula, charge and spin) is 0.0 kJ/mol.

Molecular formula: C4H5NO3
Method: DFT, the ωB97M-V functional and the def2-TZVPD basis

Atoms and positions in Å:
N (-2.7561, 0.9693, 1.2250)
C (-1.9306, 1.2593, 0.4678)
C (-0.5194, 0.4318, 0.7120)
O (0.3664, 1.2247, 1.4135)
C (0.0242, 0.1759, -0.6896)
C (0.9100, -1.0535, -0.7083)
O (0.9991, -1.8601, 0.1782)
O (1.6177, -1.1193, -1.8441)
H (-0.7230, -0.5223, 1.2134)
H (0.0500, 1.3694, 2.3116)
H (0.5953, 1.0430, -1.0206)
H (-0.7803, 0.0147, -1.4089)
H (2.1467, -1.9328, -1.8501)

The spin multiplicity is 1. Its largest force on an atom is 2.90 eV Å⁻¹. As for the frontier orbital gap: 10.91 eV. As for the HOMO energy: -11.03 eV. The structure (SMILES) is N#C[C@H](O)CC(=O)O. The value obtained for the relative energy (zero: lowest compared OMol25 entry of this formula, charge and spin) is 189.5 kJ/mol.

Among the records above, which one has the highest frontier orbital gap? C4H5NO3

Which value of spin multiplicity does entry 1 give? 1

Which value of relative energy (zero: lowest compared OMol25 entry of this formula, charge and spin) does entry 2 give? 0.0 kJ/mol

What is the relative energy (zero: lowest compared OMol25 entry of this formula, charge and spin) in the first record? 210.2 kJ/mol